{"formula": "CH7N5S", "method": "ωB97M-V with the def2-TZVPD basis set", "elements": ["C", "H", "H", "H", "H", "H", "H", "H", "N", "N", "N", "N", "N", "S"], "xyz": [[-0.21276, -0.57291, -0.27888], [2.00188, -0.58114, 1.42440], [2.49077, 0.22506, -0.10670], [0.88004, -2.36915, -0.27475], [0.64749, 1.02237, -1.41390], [-1.45624, 2.16924, 0.22351], [-0.39541, 1.34336, 1.20694], [-2.57192, 0.53846, -0.73121], [2.21083, -0.78119, 0.33646], [1.03539, -1.37407, -0.34191], [-0.13167, 0.70396, -0.65460], [-0.48470, 1.69323, 0.32304], [-1.21548, -1.22289, 0.23224], [-2.79823, -0.79432, 0.05537]], "atomic_forces_ev_per_a": [[1.161, -4.667, 1.718], [0.286, -0.504, -3.205], [-1.281, -3.383, 1.211], [0.374, 0.151, 0.580], [-2.494, -1.153, 2.928], [2.165, -1.649, -0.162], [0.291, -1.251, 2.664], [-0.834, -2.657, 1.428], [-0.590, 1.893, 1.129], [-0.472, 3.919, -0.082], [1.341, 3.333, -2.244], [-1.555, 2.253, -3.541], [1.394, 0.403, -0.857], [0.213, 3.311, -1.569]], "lowdin_charge": [-0.578, 0.110, 0.112, 0.099, 0.202, 0.105, 0.027, -0.058, -0.066, -0.074, -0.093, 0.008, -0.431, 0.637], "mol_weight_g_mol": 121.169, "relative_energy_ev": 2.172, "energy_ha": -714.1127, "smiles": "NNC(=NS)NN", "largest_force_ha_per_bohr": 0.09932, "lumo_energy_ev": 0.6, "orbital_gap_ha": 0.3176}